Entry 1:
The following is a quantum chemistry calculation of a molecular structure, C40H104HfN6O20S, from the OMol25 dataset.

Calculated values
Kohn-Sham gap in eV: 6.82
E_LUMO in hartree: -0.0480
E in eV: -105188.4121
E_HOMO in eV: -8.12

Atoms and positions in Å:
Hf  3.96372  -0.05017  1.88916
C  3.75913  0.04461  -2.54365
C  4.31135  -1.10263  -1.71499
O  4.24171  -0.84175  -0.31254
H  4.09393  -0.01813  -3.57906
H  4.03237  0.99665  -2.08862
H  2.67674  0.04151  -2.41507
H  5.37561  -1.14984  -1.94568
H  3.86277  -2.02978  -2.07174
C  0.09272  1.49161  -0.20291
C  0.56228  0.97318  1.12334
O  1.94967  1.16849  1.36582
H  0.02896  2.57961  -0.18554
H  -0.92036  1.18599  -0.46436
H  0.87592  1.24130  -0.91848
H  0.29656  -0.07979  1.21684
H  -0.06275  1.39114  1.91249
S  3.53933  -0.80608  4.75443
O  2.63730  -0.36544  3.69248
O  3.50400  0.12356  5.86350
O  3.29507  -2.16830  5.16342
O  4.75282  -0.68894  3.96702
C  4.91272  5.12129  4.17064
O  4.35587  4.58827  3.04083
C  3.26349  5.36254  2.51143
C  2.64558  4.63347  1.26102
N  3.52891  4.59375  0.12134
C  2.93230  3.81156  -0.98611
C  3.80955  4.05812  -2.21865
O  3.65112  5.41471  -2.73303
C  4.16439  5.55238  -4.04966
H  4.40553  4.84674  5.09556
H  5.03956  6.19539  4.03530
H  5.92691  4.72294  4.14186
H  3.62403  6.30794  2.10605
H  2.50367  5.65229  3.23725
H  1.71036  5.13510  1.01234
H  2.43788  3.60224  1.54657
H  3.72199  5.50392  -0.27161
H  1.91739  4.17103  -1.15595
H  2.77250  2.74134  -0.85499
H  3.37754  3.35587  -2.93161
H  4.84480  3.74312  -2.08775
H  3.90179  6.54519  -4.41500
H  3.88992  4.80632  -4.79541
H  5.23701  5.66437  -3.89141
C  -3.18981  -5.28460  6.87336
O  -2.44886  -4.05303  6.97906
C  -0.99633  -4.30704  6.85631
C  -0.29019  -2.97012  6.52328
N  -0.96945  -2.23957  5.49268
C  -0.53616  -0.82889  5.39273
C  -1.61653  0.04320  4.70425
O  -2.73418  0.42598  5.52590
C  -2.46034  1.38801  6.52283
H  -3.01809  -5.78589  7.82589
H  -2.82004  -5.94904  6.09241
H  -4.26817  -5.19915  6.73946
H  -0.70865  -4.96109  6.03318
H  -0.50526  -4.74783  7.72387
H  0.72027  -3.17202  6.16788
H  -0.17648  -2.35284  7.41443
H  -1.95532  -2.23446  5.71207
H  0.22257  -0.92475  4.61604
H  -0.09433  -0.32279  6.25107
H  -2.02972  -0.45865  3.82930
H  -1.19551  0.91621  4.20555
H  -1.69020  2.11973  6.27873
H  -2.08978  0.83839  7.38811
H  -3.41241  1.88804  6.70071
C  5.83504  -4.80844  -1.04909
O  5.48815  -4.55893  0.26366
C  4.36943  -5.37302  0.78559
C  3.10801  -5.31933  -0.07870
N  2.61142  -3.95260  -0.21079
C  1.40730  -3.91996  -1.05069
C  0.66716  -2.53294  -1.09018
O  -0.09634  -2.61735  -2.34139
C  -0.83794  -1.41803  -2.49009
H  6.88278  -4.63720  -1.29610
H  5.21209  -4.27239  -1.76511
H  5.72417  -5.87816  -1.22663
H  4.11016  -4.84668  1.70421
H  4.63377  -6.39476  1.05810
H  2.34238  -5.86873  0.46907
H  3.21438  -5.74524  -1.07639
H  3.41656  -3.59183  -0.70242
H  0.67372  -4.59425  -0.60876
H  1.59416  -4.25044  -2.07243
H  1.33496  -1.67344  -1.14862
H  0.07905  -2.39523  -0.18284
H  -1.66758  -1.25527  -1.80213
H  -1.30119  -1.48897  -3.47420
H  -0.19887  -0.54603  -2.62905
C  -5.18264  7.48635  -4.72001
O  -4.04491  7.18981  -3.91317
C  -3.40125  5.98260  -4.29601
C  -3.89008  4.63801  -3.70832
N  -3.58604  4.48262  -2.30072
C  -2.22181  4.12558  -1.83089
C  -2.17462  4.46925  -0.34587
O  -2.58176  5.80390  -0.10350
C  -1.76684  6.89694  -0.52134
H  -5.58353  8.49229  -4.59559
H  -6.00533  6.81440  -4.47554
H  -4.86829  7.49931  -5.76361
H  -2.37301  6.06098  -3.94291
H  -3.28367  5.84762  -5.37122
H  -3.62750  3.72457  -4.24197
H  -4.97906  4.66946  -3.74319
H  -3.83350  5.27369  -1.72360
H  -1.43429  4.66989  -2.35208
H  -1.99333  3.06299  -1.91332
H  -1.19729  4.29654  0.10481
H  -2.87250  3.90665  0.27425
H  -0.68670  6.79945  -0.41234
H  -2.04892  7.73500  0.11599
H  -2.09650  7.13862  -1.53180
C  -3.69253  0.19565  0.42369
O  -3.95565  -0.91234  1.20698
C  -2.96794  -1.93750  1.22170
C  -3.31986  -3.06090  2.31134
N  -2.40254  -4.19844  2.15850
C  -2.42404  -5.20456  3.23027
C  -1.62372  -6.48939  2.85549
O  -2.22269  -7.24395  1.81026
C  -1.39690  -8.31532  1.31481
H  -3.77419  0.00001  -0.64549
H  -2.77825  0.70918  0.72114
H  -4.45763  0.90880  0.73051
H  -1.94543  -1.57510  1.32772
H  -2.98193  -2.43802  0.25352
H  -4.32406  -3.48467  2.32103
H  -3.23461  -2.64209  3.31405
H  -2.62005  -4.69475  1.30618
H  -3.46224  -5.49497  3.39120
H  -1.99816  -4.80012  4.14850
H  -1.65711  -7.29377  3.59030
H  -0.58798  -6.25183  2.61278
H  -0.42000  -8.03036  0.92421
H  -1.85035  -8.84066  0.47427
H  -1.23436  -9.10359  2.04986
C  0.61071  2.05313  -3.97697
O  -0.14552  1.27011  -4.81597
C  -1.51129  1.72286  -4.75853
C  -2.34078  1.02774  -5.87899
N  -2.37386  -0.41686  -5.65327
C  -3.15442  -1.21826  -6.60739
C  -2.85633  -2.67644  -6.22116
O  -3.82323  -3.15310  -5.22947
C  -3.58111  -4.54292  -4.97146
H  0.27379  1.95924  -2.94461
H  0.70174  3.11483  -4.20634
H  1.64496  1.70905  -3.98186
H  -1.50233  2.80018  -4.92403
H  -1.91860  1.62640  -3.75210
H  -1.96839  1.22833  -6.88358
H  -3.34342  1.44446  -5.97473
H  -1.40653  -0.69361  -5.56501
H  -2.73931  -0.96904  -7.58396
H  -4.20950  -0.96536  -6.50279
H  -1.79832  -2.75204  -5.97020
H  -3.08839  -3.14954  -7.17533
H  -3.81841  -5.18584  -5.81906
H  -4.14819  -4.92802  -4.12398
H  -2.54278  -4.64291  -4.65527
O  2.35031  -1.86818  1.61620
H  1.51265  -1.95723  2.07076
H  2.41676  -2.65741  1.07867
O  4.60475  2.00191  0.67401
H  4.05997  2.78698  0.61826
H  5.37771  2.20836  0.14851

These are the Löwdin partial charges, in e, on atoms 1 to 4: Hf 2.137; C -0.081; C -0.381; O -0.418

=====

Entry 2:
The following is a quantum chemistry calculation of a molecular structure, C40H110AlB5F20N10O10Pb, from the OMol25 dataset.

Calculated values
Kohn-Sham gap in eV: 8.82
E_LUMO in hartree: -0.0113
E in eV: -148245.5053
E_HOMO in eV: -9.13

Atoms and positions in Å:
Pb  3.17993  1.25147  -2.82778
Al  0.11031  -2.75687  2.49126
B  -2.29658  -6.74626  1.26482
F  -1.70631  -6.78180  2.58328
F  -2.33931  -8.04978  0.87859
F  -3.59298  -6.22771  1.34121
F  -1.37507  -6.04028  0.47578
B  0.82300  0.05773  1.25437
F  0.97379  -0.10004  -0.07891
F  2.01461  0.02982  1.96963
F  0.00359  1.13549  1.56060
F  0.13930  -1.19396  1.71420
B  3.36287  -7.25693  2.74410
F  2.37062  -7.52077  1.82766
F  4.56856  -7.33544  2.21783
F  1.25527  -3.86217  2.97864
F  3.06799  -7.11544  3.98591
B  -0.02384  -1.07087  -3.56290
F  -0.31132  -1.19063  -4.95670
F  0.70787  -2.18632  -3.14585
F  0.66081  0.27440  -3.45326
F  -1.23166  -0.77939  -3.01755
B  6.32002  0.63323  -3.48687
F  6.86155  0.06019  -4.59624
F  7.28668  1.26672  -2.71516
F  5.31720  1.59371  -3.94544
F  5.64540  -0.24614  -2.54582
C  2.45277  3.57415  3.15028
C  3.67705  2.71506  3.49850
C  3.57199  1.66528  4.55631
O  3.55267  2.13030  5.91176
C  3.21783  1.12149  6.87213
N  4.25411  2.16239  2.22001
H  2.75000  4.33153  2.44726
H  2.09323  4.06662  4.05117
H  1.67683  3.01538  2.63755
H  4.44761  3.39526  3.84239
H  4.55965  1.17914  4.45555
H  2.78554  0.98715  4.41881
H  2.35020  0.54516  6.62226
H  3.07024  1.59953  7.80188
H  4.04629  0.36338  6.92626
H  4.79704  1.34105  2.44039
H  3.46052  1.70637  1.75448
C  1.15335  -5.23659  -1.16507
C  1.53154  -4.18820  -0.16308
C  2.49272  -2.95972  -0.45102
O  3.79049  -3.55231  -0.81310
C  4.22016  -3.16810  -2.12552
N  0.27051  -3.68359  0.65675
H  2.13587  -5.63564  -1.46488
H  0.70667  -4.86395  -2.08927
H  0.44748  -5.98242  -0.64989
H  1.99249  -4.74270  0.67890
H  2.59052  -2.41780  0.45373
H  2.14972  -2.16561  -1.16981
H  3.63095  -3.63442  -2.93191
H  5.18418  -3.55260  -2.19955
H  4.31425  -2.08435  -2.21123
H  0.05985  -4.64967  0.94238
H  -0.53744  -3.26102  0.18778
C  4.63367  4.77088  0.17014
C  4.39895  3.91590  -1.04405
C  4.84766  4.66361  -2.30872
O  3.98103  4.20693  -3.37121
C  4.50857  4.69946  -4.58756
N  4.86284  2.56478  -1.02289
H  3.89228  4.47435  0.84490
H  4.68489  5.85215  -0.09206
H  5.57824  4.61771  0.66804
H  3.30902  3.88496  -1.20968
H  5.91293  4.58450  -2.58453
H  4.67619  5.71904  -2.19801
H  3.77528  4.58068  -5.39943
H  5.48844  4.23363  -4.83189
H  4.73938  5.75350  -4.60391
H  5.85433  2.38504  -1.21217
H  4.61190  2.29491  -0.07536
C  -1.27466  3.56087  -1.73395
C  0.16337  3.71922  -1.57843
C  0.57050  4.58420  -0.40331
O  0.12844  5.85614  -0.74003
C  -0.01405  6.73128  0.37874
N  0.95228  2.49813  -1.55940
H  -1.75339  3.01602  -0.92665
H  -1.58937  3.03946  -2.66453
H  -1.81807  4.55048  -1.82491
H  0.52202  4.32941  -2.40887
H  1.64435  4.50012  -0.14823
H  0.13903  4.12659  0.49646
H  -0.84966  6.45479  1.00808
H  -0.19232  7.69065  -0.05178
H  0.94323  6.83661  0.96155
H  1.03871  2.10463  -0.60091
H  0.46638  1.79236  -2.13988
C  -4.73017  -1.74520  -1.74176
C  -4.00965  -2.33010  -0.51381
C  -4.71341  -3.37457  0.33045
O  -6.10833  -3.12895  0.52746
C  -6.55679  -4.15007  1.36542
N  -2.68094  -2.92549  -0.66998
H  -4.23551  -0.78563  -2.02153
H  -5.70783  -1.52236  -1.41021
H  -4.77645  -2.49486  -2.51756
H  -3.78869  -1.55932  0.20327
H  -4.19050  -3.45129  1.28332
H  -4.64278  -4.33593  -0.21081
H  -7.06173  -4.88998  0.74757
H  -7.19462  -3.80246  2.16946
H  -5.68038  -4.75286  1.79127
H  -2.84176  -3.82151  -1.22545
H  -2.16167  -2.20713  -1.21572
C  -3.40574  -2.47760  -5.70472
C  -3.86939  -2.20881  -7.11504
C  -2.68063  -2.14561  -8.02372
O  -3.00666  -1.97595  -9.42264
C  -1.83721  -1.84418  -10.18177
N  -4.87734  -3.19747  -7.53287
H  -2.98008  -1.60100  -5.14550
H  -2.59147  -3.22546  -5.58391
H  -4.19261  -2.80199  -5.03237
H  -4.39958  -1.28449  -7.08887
H  -1.99748  -3.00468  -7.81126
H  -2.08507  -1.26847  -7.77575
H  -2.07683  -1.77960  -11.22171
H  -1.21749  -2.73084  -9.98162
H  -1.19085  -0.97819  -9.76686
H  -4.39451  -3.96648  -7.85552
H  -5.36978  -2.94117  -8.39448
C  2.94685  -1.17704  -6.94142
C  3.23184  -0.08214  -5.88965
C  2.14801  0.98596  -5.96279
O  2.40951  2.06030  -4.97349
C  1.36849  3.04202  -5.13451
N  3.50765  -0.63008  -4.60297
H  3.73191  -1.94923  -6.97528
H  2.84016  -0.62911  -7.88259
H  1.96806  -1.68454  -6.91841
H  4.23100  0.33668  -6.18641
H  1.13825  0.57488  -5.79456
H  2.16621  1.54717  -6.92237
H  0.32818  2.71130  -4.72204
H  1.14478  3.38040  -6.14329
H  1.74647  3.92098  -4.59960
H  4.39302  -1.19124  -4.58018
H  2.65220  -1.17702  -4.36645
C  -6.30197  -0.40583  3.51357
C  -5.94068  0.99788  3.08420
C  -4.42251  1.19241  3.04284
O  -4.16761  2.44644  2.59192
C  -2.72408  2.57704  2.55955
N  -6.58510  1.25930  1.73795
H  -6.50775  -0.99175  2.62735
H  -7.24340  -0.48371  4.08637
H  -5.53038  -0.87275  4.07635
H  -6.36895  1.69439  3.77088
H  -3.97490  0.39851  2.38838
H  -4.00071  0.94242  4.07038
H  -2.49652  3.61704  2.24435
H  -2.17307  1.89677  1.91646
H  -2.32065  2.53763  3.53212
H  -6.31339  0.50258  1.10555
H  -6.13591  2.01916  1.31465
C  -0.35585  2.36528  7.50312
C  0.45236  3.69854  7.71940
C  -0.09991  4.73846  6.74402
O  -0.42858  4.14820  5.49671
C  -1.19486  4.93559  4.65517
N  0.55810  4.08910  9.13845
H  -1.37636  2.62180  7.87860
H  0.02669  1.52445  8.15575
H  -0.35099  2.03874  6.46169
H  1.45118  3.52194  7.33161
H  0.57638  5.56278  6.64500
H  -1.01082  5.20810  7.22904
H  -1.08397  4.64017  3.64317
H  -0.73686  5.94506  4.64197
H  -2.26307  4.94659  4.86466
H  -0.32822  4.45555  9.46436
H  1.22101  4.88199  9.27533
C  -3.67289  -4.01095  3.85205
C  -2.64667  -3.06750  3.08444
C  -1.94180  -2.08836  4.13366
O  -0.56390  -2.41450  4.21723
C  -0.27684  -3.34205  5.32843
N  -1.60297  -3.74868  2.31105
H  -3.29226  -4.73969  4.47155
H  -4.23514  -4.64586  3.24499
H  -4.27570  -3.26683  4.40848
H  -3.23393  -2.36255  2.54306
H  -2.44088  -2.26228  5.05012
H  -1.93306  -1.04193  3.77967
H  -0.78062  -4.33317  5.22216
H  -0.46027  -2.88482  6.31437
H  0.78941  -3.58392  5.31913
H  -1.45784  -4.69988  2.84503
H  -2.04352  -4.04204  1.45375

These are the Löwdin partial charges, in e, on atoms 1 to 4: Pb 1.667; Al 0.057; B -1.272; F 0.050